Here is a structure of composition C14H21EuNP at a distorted geometry from OMol25. Energies are from the ωB97M-V functional and the def2-TZVPD basis.

Computed properties:
* ⟨S²⟩: 16.20
* HOMO-LUMO gap (alpha / beta): 3.3 / 2.7 eV
* molar mass: 386.27 g mol⁻¹
* HOMO energy (alpha / beta): -1.137 / -0.467 eV
* LUMO level (alpha / beta): 0.0806 / 0.0836 Eh
* relative energy (zero: lowest compared OMol25 entry of this formula, charge and spin): 0.00 kJ/mol

```
! RIJCOSX wB97M-V def2-TZVPD def2/J DEFGRID3
* xyz -1 8
C 0.0842 -0.4687 -2.1399
C -0.9351 -1.3015 -2.6952
C -0.4657 -2.6518 -2.6956
C 0.8694 -2.6622 -2.1944
C 1.2161 -1.3160 -1.8397
Eu 1.7460 1.4677 0.4921
P -0.4997 3.3816 0.7225
H 0.0285 0.6141 -1.9725
H -1.8973 -0.9548 -3.0615
H -1.0321 -3.5205 -3.0325
H 2.1848 -0.9611 -1.4826
H 1.5125 -3.5356 -2.0721
H -1.6491 3.5461 1.5593
H -1.2047 3.6082 -0.5130
H -0.0334 4.7322 0.8807
C 0.2515 -0.7915 4.9888
N -0.1419 0.2058 3.9528
C -1.3375 0.9828 4.3759
C 1.0162 1.1368 3.5305
C 2.1464 0.2967 3.0239
C 3.4003 0.2893 3.6780
C 4.3681 -0.6075 3.2295
C 4.1373 -1.4049 2.1082
C 2.8910 -1.3628 1.4293
C 1.9312 -0.5119 1.9120
H 0.6334 -0.2555 5.8622
H 1.0188 -1.4629 4.5905
H -0.6473 -1.3572 5.2602
H -0.3797 -0.3398 3.1063
H -1.0691 1.5543 5.2702
H -1.6301 1.6610 3.5701
H -2.1416 0.2732 4.5992
H 0.5839 1.8358 2.7753
H 1.2661 1.7347 4.4177
H 3.5678 0.9817 4.5111
H 5.3208 -0.6720 3.7638
H 4.9244 -2.0659 1.7375
H 2.7057 -2.0056 0.5694
*
```

These are the natural (NBO) partial charges, in e, on atoms 1 to 4: number 1, C, carries -0.405; number 2, C, carries -0.353; number 3, C, carries -0.349; number 4, C, carries -0.356

***

Here is a structure of composition C27H29As2InN2O3S4SbSe4 at a distorted geometry from OMol25. Energies are from the ωB97M-V functional and the def2-TZVPD basis.

Computed properties:
* HOMO-LUMO gap: 5.5 eV
* molar mass: 1260.07 g mol⁻¹
* HOMO energy: -4.038 eV
* LUMO level: 0.0532 Eh
* relative energy (zero: lowest compared OMol25 entry of this formula, charge and spin): 267.01 kJ/mol

```
! RIJCOSX wB97M-V def2-TZVPD def2/J DEFGRID3
* xyz -1 1
In -0.6736 0.3684 -1.1413
O 1.1512 -0.8307 -0.5406
N 1.4655 -1.8516 -1.2628
N 0.6400 -2.2069 -2.1431
O -0.4918 -1.6160 -2.3432
C 0.9772 -3.2998 -2.9705
C 1.8913 -4.2535 -2.5354
C 2.1541 -5.3464 -3.3392
C 1.5162 -5.4854 -4.5650
C 0.6356 -4.5129 -5.0066
C 0.3637 -3.4189 -4.2069
H 2.3711 -4.1342 -1.5767
H 2.8535 -6.1001 -3.0015
H 1.7150 -6.3576 -5.1710
H 0.1454 -4.5951 -5.9645
H -0.3243 -2.6619 -4.5419
S -1.4573 2.8766 -0.4533
S -3.4337 2.4858 -0.4891
S -4.1005 2.6040 -2.4465
S -3.5391 0.7882 -3.2744
C -4.6059 -1.7618 -1.2080
As -3.0901 -0.9091 -0.2951
C -2.2124 -2.5215 0.3446
C -3.9543 -0.3654 1.3794
H -5.0338 -2.5144 -0.5426
H -4.2540 -2.2421 -2.1228
H -5.3646 -1.0245 -1.4730
H -2.8220 -3.0506 1.0813
H -1.2638 -2.2298 0.7945
H -2.0202 -3.1739 -0.5076
H -4.5743 -1.1742 1.7689
H -4.5605 0.5299 1.2391
H -3.1623 -0.1472 2.0932
O -0.6178 0.4134 1.3198
As 0.5932 1.3238 1.9095
C 1.6420 2.3637 0.6539
C 2.5744 1.6945 -0.1270
C 3.3097 2.3913 -1.0704
C 3.1419 3.7602 -1.2005
C 2.2435 4.4343 -0.3910
C 1.4836 3.7377 0.5344
C 1.8605 0.1855 2.8429
C 3.0275 0.6718 3.4183
C 3.8815 -0.1923 4.0826
C 3.5852 -1.5443 4.1605
C 2.4351 -2.0359 3.5668
C 1.5721 -1.1684 2.9206
C -0.1315 2.5913 3.1860
C -1.5086 2.7066 3.2929
C -2.0615 3.6523 4.1378
C -1.2363 4.4783 4.8815
C 0.1417 4.3710 4.7742
C 0.6957 3.4255 3.9280
H 2.7063 0.6263 0.0057
H 4.0123 1.8646 -1.6985
H 3.7157 4.3041 -1.9347
H 2.1320 5.5043 -0.4869
H 0.7644 4.2568 1.1599
H 3.2729 1.7248 3.3340
H 4.7850 0.1903 4.5384
H 4.2539 -2.2165 4.6807
H 2.2079 -3.0920 3.6074
H 0.6649 -1.5235 2.4459
H -2.1352 2.0568 2.6898
H -3.1341 3.7493 4.2058
H -1.6707 5.2142 5.5410
H 0.7803 5.0330 5.3424
H 1.7714 3.3367 3.8288
Se -2.6195 -2.3424 -6.0266
Sb -1.5889 -0.1442 -6.1907
Se -2.8932 1.5687 -7.3051
Se 0.8346 -0.1660 -6.4959
Se -1.4348 0.9237 -3.6372
*
```

These are the Mulliken partial charges, in e, on atoms 1 to 4: number 1, In, carries 0.526; number 2, O, carries -0.251; number 3, N, carries -1.041; number 4, N, carries 1.405

***

Here is a cluster of 4 separate species, C8H19Br2Cl4NO in total at a distorted geometry from OMol25. Energies are from the ωB97M-V functional and the def2-TZVPD basis.

Computed properties:
* HOMO-LUMO gap: 9.3 eV
* SMILES string: COC[C@H](C)N.BrCCBr.ClCCl.ClCCl
* molar mass: 446.87 g mol⁻¹
* HOMO energy: -9.058 eV
* LUMO level: 0.0106 Eh

```
! RIJCOSX wB97M-V def2-TZVPD def2/J DEFGRID3
* xyz 0 1
Br -2.2545 -1.3550 4.7931
C -2.9488 -0.4666 6.4270
C -2.1306 0.7145 6.8562
Br -2.3354 2.3431 5.7928
H -2.8902 -1.1539 7.2710
H -4.0000 -0.2188 6.2795
H -1.0529 0.5560 6.8965
H -2.4083 1.0254 7.8633
C 1.5990 2.2270 -5.2586
C 0.0788 2.0685 -5.0641
C -0.2927 2.2120 -3.5187
O -1.6774 1.8842 -3.1828
C -1.8522 1.8139 -1.7217
N -0.8067 2.9388 -5.8809
H 1.8188 3.1887 -5.7220
H 1.9203 1.4621 -5.9655
H 2.1735 1.8799 -4.3998
H -0.1167 1.0284 -5.3249
H 0.0029 3.2232 -3.2394
H 0.3504 1.5852 -2.9009
H -1.1759 1.0567 -1.3252
H -2.8725 1.7374 -1.3459
H -1.5002 2.7637 -1.3190
H -1.7432 2.5653 -5.9414
H -0.4735 3.0626 -6.8263
C 2.3365 -7.6421 0.5151
Cl 0.6280 -8.2052 0.2319
Cl 2.1070 -6.1132 1.4569
H 2.8300 -8.3898 1.1360
H 2.7693 -7.3044 -0.4265
C 2.7450 -0.1820 2.6455
Cl 3.7486 1.1962 2.2947
Cl 2.7137 -0.5986 4.4465
H 1.7304 0.1494 2.4245
H 2.9795 -1.0528 2.0333
*
```

These are the natural (NBO) partial charges, in e, on atoms 1 to 4: number 1, Br, carries -0.017; number 2, C, carries -0.436; number 3, C, carries -0.449; number 4, Br, carries -0.021

***

Here is a structure of composition C2H8NO2 at a distorted geometry from OMol25. Energies are from the ωB97M-V functional and the def2-TZVPD basis.

Computed properties:
* ⟨S²⟩: 0.76
* HOMO-LUMO gap (alpha / beta): 10.3 / 5.9 eV
* molar mass: 78.09 g mol⁻¹
* HOMO energy (alpha / beta): -9.535 / -9.534 eV
* LUMO level (alpha / beta): 0.0285 / -0.1326 Eh
* relative energy (zero: lowest compared OMol25 entry of this formula, charge and spin): 467.22 kJ/mol

```
! RIJCOSX wB97M-V def2-TZVPD def2/J DEFGRID3
* xyz 0 2
C 0.2833 0.3697 0.6476
O -0.9746 1.0297 0.4370
C 0.0945 -1.1729 0.6711
N 1.5030 -1.9816 0.3429
H 0.6422 0.5764 1.6577
H 0.9786 0.6623 -0.1077
H -0.4236 -1.3558 -0.3096
H -0.5193 -1.4916 1.5082
H 1.4180 -2.9466 0.6461
H 1.0800 -1.4494 1.3671
H -0.8814 1.4578 -0.6368
H -1.3545 1.1206 -2.3566
O -0.7413 1.7349 -1.9471
*
```

These are the natural (NBO) partial charges, in e, on atoms 1 to 4: number 1, C, carries -0.085; number 2, O, carries -0.542; number 3, C, carries -0.431; number 4, N, carries -0.792

***

Here is a structure of composition C11H22KN2O6S at a distorted geometry from OMol25. Energies are from the ωB97M-V functional and the def2-TZVPD basis.

Computed properties:
* HOMO-LUMO gap: 9.4 eV
* molar mass: 349.47 g mol⁻¹
* HOMO energy: -12.510 eV
* LUMO level: -0.1127 Eh

```
! RIJCOSX wB97M-V def2-TZVPD def2/J DEFGRID3
* xyz 1 1
N -0.1270 -2.6803 1.7254
C 0.1593 -1.8057 0.8656
C 0.1408 -0.3717 1.2883
C -1.2440 0.1475 1.5936
N -1.7410 -0.3645 2.9499
C -2.7347 -1.4749 2.7470
C -3.2731 -1.2717 1.3413
C -2.3783 -0.2503 0.6395
O -1.8336 -0.6976 -0.5727
H -0.0814 -3.6119 1.3315
H 0.4136 -2.0301 -0.1579
H 0.6550 0.2624 0.5916
H 0.7180 -0.3001 2.2049
H -1.2591 1.2239 1.6773
H -2.1776 0.4078 3.4398
H -0.9791 -0.7025 3.5355
H -3.5327 -1.3265 3.4558
H -2.2421 -2.4211 2.8501
H -4.2798 -0.8823 1.3622
H -3.3002 -2.1868 0.7706
H -2.9441 0.6514 0.4224
H -2.5014 -1.2875 -0.9845
C 3.8744 2.6708 -2.0012
C 5.1930 1.9101 -1.8021
C 5.2262 1.4232 -0.3470
S 3.5114 1.2078 0.1484
O 3.1887 2.1494 1.1912
O 3.2030 -0.1922 0.3200
C 2.7899 1.7900 -1.3875
H 3.6754 2.8699 -3.0519
H 3.9133 3.6281 -1.4791
H 5.2282 1.0551 -2.4782
H 6.0556 2.5349 -2.0202
H 5.7366 0.4714 -0.2313
H 5.6614 2.1607 0.3231
H 1.8658 2.3187 -1.1656
H 2.5873 0.9151 -2.0044
C -4.3324 -1.5622 -2.2836
O -5.4600 -1.2084 -1.8699
O -4.1709 -1.0815 -3.6237
O -3.3905 -2.1361 -1.7604
H -5.0458 -0.6953 -3.6317
K -4.7682 0.7430 -3.9222
*
```

These are the Mulliken partial charges, in e, on atoms 1 to 4: number 1, N, carries -0.564; number 2, C, carries -0.111; number 3, C, carries -0.552; number 4, C, carries -0.129

***

Here is the molecule C4H4Br2N2 at a distorted geometry from OMol25. Energies are from the ωB97M-V functional and the def2-TZVPD basis.

Computed properties:
* HOMO-LUMO gap (alpha / beta): 6.6 / 7.8 eV
* molar mass: 239.90 g mol⁻¹
* HOMO energy (alpha / beta): -7.858 / -8.333 eV
* LUMO level (alpha / beta): -0.0461 / -0.0199 Eh
* relative energy (zero: lowest compared OMol25 entry of this formula, charge and spin): 340.90 kJ/mol

```
! RIJCOSX wB97M-V def2-TZVPD def2/J DEFGRID3
* xyz 0 1
C 0.8153 -1.2896 0.6776
C 1.0206 -0.5670 1.8027
C -1.1058 0.7264 0.6766
C -0.4248 0.3344 -0.4536
N 0.4010 -0.7055 -0.5209
N -0.6928 1.0402 -1.6593
Br 1.4001 -1.3952 3.4409
Br -1.4949 2.4678 1.1940
H 1.1011 -2.3916 0.4613
H 0.8327 -0.6716 -1.4136
H -1.1606 1.8967 -1.6867
H -0.6917 0.5548 -2.5191
*
```

These are the natural (NBO) partial charges, in e, on atoms 1 to 4: number 1, C, carries -0.177; number 2, C, carries -0.137; number 3, C, carries -0.198; number 4, C, carries 0.274

***

Here is a cluster of 3 separate species, C12H22ClN4 in total at a distorted geometry from OMol25. Energies are from the ωB97M-V functional and the def2-TZVPD basis.

Computed properties:
* HOMO-LUMO gap: 7.3 eV
* molar mass: 257.79 g mol⁻¹
* HOMO energy: -9.577 eV
* LUMO level: -0.0819 Eh
* relative energy (zero: lowest compared OMol25 entry of this formula, charge and spin): 94.94 kJ/mol

```
! RIJCOSX wB97M-V def2-TZVPD def2/J DEFGRID3
* xyz 1 1
C 5.3600 10.7287 11.3187
C 5.3954 9.3812 11.9904
N 4.5443 8.3459 11.3559
C 3.6539 7.5372 11.9952
C 3.1338 6.6020 11.0928
N 3.8061 6.8291 9.9124
C 4.7170 7.8732 10.0786
C 3.6136 6.0181 8.7431
H 5.6670 10.6882 10.2736
H 5.9948 11.4868 11.7774
H 4.3454 11.0946 11.4763
H 5.1440 9.4286 13.0499
H 6.4358 9.0566 11.9741
H 3.5302 7.6800 13.0586
H 2.3197 5.8926 11.1080
H 5.5024 8.1304 9.3834
H 4.5792 5.5619 8.5251
H 3.2414 6.6538 7.9397
H 2.9794 5.1516 8.9302
C 6.1037 4.7440 19.3552
C 4.8168 5.5508 19.6005
N 5.1092 6.8560 20.1763
C 5.2149 8.0086 19.4513
C 5.4745 8.9963 20.4285
N 5.5476 8.4570 21.7184
C 5.2796 7.1005 21.5199
C 5.9231 9.0557 22.9791
H 6.8083 5.3201 18.7555
H 5.7206 3.8289 18.9034
H 6.6344 4.4127 20.2478
H 4.1541 5.0227 20.2862
H 4.2885 5.7926 18.6783
H 5.0988 7.9676 18.3783
H 5.5701 10.0452 20.1899
H 5.1907 6.4275 22.3598
H 5.8266 10.1400 22.9250
H 6.9590 8.7499 23.1260
H 5.3137 8.7223 23.8190
Cl 4.4836 8.0237 15.5728
*
```

These are the natural (NBO) partial charges, in e, on atoms 1 to 4: number 1, C, carries -0.624; number 2, C, carries -0.234; number 3, N, carries -0.269; number 4, C, carries -0.016

***

Here is the molecule C3H4N2O2 at a distorted geometry from OMol25. Energies are from the ωB97M-V functional and the def2-TZVPD basis.

Computed properties:
* HOMO-LUMO gap: 9.3 eV
* SMILES string: O=C=NCCN=O
* molar mass: 100.08 g mol⁻¹
* HOMO energy: -9.662 eV
* LUMO level: -0.0140 Eh
* relative energy (zero: lowest compared OMol25 entry of this formula, charge and spin): 454.82 kJ/mol

```
! RIJCOSX wB97M-V def2-TZVPD def2/J DEFGRID3
* xyz 0 1
C 2.8566 -0.0099 0.0912
C -0.0152 -0.8489 -0.2994
C 0.5368 0.4006 0.5966
N -0.3946 -1.9496 0.4479
N 1.8750 0.4189 0.5896
O 3.8718 -0.4101 -0.3518
O -0.1848 -3.0090 -0.0842
H -0.8369 -0.3709 -0.7804
H 0.7894 -0.9811 -1.1263
H 0.0312 1.2801 0.1989
H 0.1493 0.1859 1.7096
*
```

These are the natural (NBO) partial charges, in e, on atoms 1 to 4: number 1, C, carries 0.868; number 2, C, carries -0.335; number 3, C, carries -0.202; number 4, N, carries 0.125

***

Repeat the second record exactly.
Here is a structure of composition C27H29As2InN2O3S4SbSe4 at a distorted geometry from OMol25. Energies are from the ωB97M-V functional and the def2-TZVPD basis.

Computed properties:
* HOMO-LUMO gap: 5.5 eV
* molar mass: 1260.07 g mol⁻¹
* HOMO energy: -4.038 eV
* LUMO level: 0.0532 Eh
* relative energy (zero: lowest compared OMol25 entry of this formula, charge and spin): 267.01 kJ/mol

```
! RIJCOSX wB97M-V def2-TZVPD def2/J DEFGRID3
* xyz -1 1
In -0.6736 0.3684 -1.1413
O 1.1512 -0.8307 -0.5406
N 1.4655 -1.8516 -1.2628
N 0.6400 -2.2069 -2.1431
O -0.4918 -1.6160 -2.3432
C 0.9772 -3.2998 -2.9705
C 1.8913 -4.2535 -2.5354
C 2.1541 -5.3464 -3.3392
C 1.5162 -5.4854 -4.5650
C 0.6356 -4.5129 -5.0066
C 0.3637 -3.4189 -4.2069
H 2.3711 -4.1342 -1.5767
H 2.8535 -6.1001 -3.0015
H 1.7150 -6.3576 -5.1710
H 0.1454 -4.5951 -5.9645
H -0.3243 -2.6619 -4.5419
S -1.4573 2.8766 -0.4533
S -3.4337 2.4858 -0.4891
S -4.1005 2.6040 -2.4465
S -3.5391 0.7882 -3.2744
C -4.6059 -1.7618 -1.2080
As -3.0901 -0.9091 -0.2951
C -2.2124 -2.5215 0.3446
C -3.9543 -0.3654 1.3794
H -5.0338 -2.5144 -0.5426
H -4.2540 -2.2421 -2.1228
H -5.3646 -1.0245 -1.4730
H -2.8220 -3.0506 1.0813
H -1.2638 -2.2298 0.7945
H -2.0202 -3.1739 -0.5076
H -4.5743 -1.1742 1.7689
H -4.5605 0.5299 1.2391
H -3.1623 -0.1472 2.0932
O -0.6178 0.4134 1.3198
As 0.5932 1.3238 1.9095
C 1.6420 2.3637 0.6539
C 2.5744 1.6945 -0.1270
C 3.3097 2.3913 -1.0704
C 3.1419 3.7602 -1.2005
C 2.2435 4.4343 -0.3910
C 1.4836 3.7377 0.5344
C 1.8605 0.1855 2.8429
C 3.0275 0.6718 3.4183
C 3.8815 -0.1923 4.0826
C 3.5852 -1.5443 4.1605
C 2.4351 -2.0359 3.5668
C 1.5721 -1.1684 2.9206
C -0.1315 2.5913 3.1860
C -1.5086 2.7066 3.2929
C -2.0615 3.6523 4.1378
C -1.2363 4.4783 4.8815
C 0.1417 4.3710 4.7742
C 0.6957 3.4255 3.9280
H 2.7063 0.6263 0.0057
H 4.0123 1.8646 -1.6985
H 3.7157 4.3041 -1.9347
H 2.1320 5.5043 -0.4869
H 0.7644 4.2568 1.1599
H 3.2729 1.7248 3.3340
H 4.7850 0.1903 4.5384
H 4.2539 -2.2165 4.6807
H 2.2079 -3.0920 3.6074
H 0.6649 -1.5235 2.4459
H -2.1352 2.0568 2.6898
H -3.1341 3.7493 4.2058
H -1.6707 5.2142 5.5410
H 0.7803 5.0330 5.3424
H 1.7714 3.3367 3.8288
Se -2.6195 -2.3424 -6.0266
Sb -1.5889 -0.1442 -6.1907
Se -2.8932 1.5687 -7.3051
Se 0.8346 -0.1660 -6.4959
Se -1.4348 0.9237 -3.6372
*
```

These are the Mulliken partial charges, in e, on atoms 1 to 4: number 1, In, carries 0.526; number 2, O, carries -0.251; number 3, N, carries -1.041; number 4, N, carries 1.405

***

- Which of these has the highest molar mass?
  C27H29As2InN2O3S4SbSe4

***

- Which of these has the highest molar mass?
  C27H29As2InN2O3S4SbSe4